13
Properties=species:S:1:pos:R:3 method="wB97M-V/def2-TZVPD" charge=0 energy_ha=-336.762783 largest_force_ev_per_a=3.16 homo_lumo_gap_ev=10.40
C 1.684 0.531 1.136
C 0.267 0.494 0.749
C -0.991 0.164 1.348
N -1.306 -0.978 -1.145
N -0.862 -0.956 -2.174
N -0.519 -0.924 -3.312
N 1.064 0.938 -0.105
H 1.969 1.285 1.754
H 2.108 -0.391 1.015
H -0.820 -0.890 1.601
H -1.811 0.342 0.579
H -1.074 0.856 2.267
H 0.292 -0.471 -3.713